The following is a DFT calculation (ωB97M-V/def2-TZVPD) of a structure of composition C94H190F12HgN12O18S4 at a distorted geometry.

Computed properties:
Orbital gap, eV: 5.6
Energy relative to the best compared isomer or geometry (same formula, charge and spin), kcal per mole: 0.00
LUMO, eV: -2.16
Total charge: 0

```
331
Properties=species:S:1:pos:R:3:forces:R:3:mulliken_charge:R:1
Hg -2.250341 1.604501 2.249041 0.485 0.245 -0.122 3.6174
C -5.761757 4.532022 3.204832 1.771 -0.068 0.656 0.4159
F -6.423371 4.756348 4.366760 0.610 -0.432 -1.701 -0.2007
F -6.317203 3.549408 2.473929 -0.220 0.205 0.764 -0.1889
F -5.710503 5.597628 2.444567 -0.660 0.014 0.516 -0.1665
S -3.899320 3.939354 3.715386 -0.677 0.071 0.612 0.3787
O -3.301376 4.957951 4.533086 -0.773 -0.651 -0.411 -0.4409
O -4.145284 2.623444 4.248173 0.200 -0.058 -0.331 -0.4256
N -2.970966 3.711182 2.323952 -2.917 -0.132 1.946 -0.9887
S -2.582768 5.167804 1.790658 3.992 4.962 -1.919 0.8714
O -3.347245 6.387810 2.147662 0.829 -3.204 -0.406 -0.6384
O -1.119042 5.294747 1.963408 -2.727 -0.474 -0.881 -0.6715
C -2.968335 4.979439 -0.109964 2.147 0.346 1.762 0.2449
F -2.326267 5.990505 -0.772940 -1.704 -1.274 0.691 -0.1646
F -2.324968 3.833680 -0.433450 -1.130 0.469 -0.488 0.1095
F -4.287444 4.926353 -0.302996 1.148 0.041 -0.550 -0.1969
C 0.056102 1.243312 -1.503262 -1.367 0.055 0.810 0.1050
F -0.898102 2.165097 -1.759718 0.913 -0.386 0.741 0.0035
F -0.409178 0.111441 -2.004947 0.819 0.115 -0.343 -0.1849
F 1.194521 1.665921 -2.030919 -0.419 -0.681 0.417 0.0603
S 0.294284 0.960418 0.488416 -1.099 5.298 0.373 0.0206
O 1.604814 0.463913 0.721578 -0.257 -0.715 -0.303 -0.1090
O 0.024052 2.316942 1.063160 -0.202 -2.296 -1.238 -0.5613
N -1.078269 0.068070 1.082587 1.715 1.946 -1.800 -0.1347
S -0.460387 -1.375177 1.007990 2.356 -6.870 3.023 -0.6534
O 0.148611 -1.800525 -0.240736 -1.453 1.210 0.140 -0.0103
O 0.427797 -1.728326 2.148360 -2.089 1.300 -1.416 -0.3894
C -1.978981 -2.538600 1.324159 1.412 1.731 0.490 -0.5607
F -2.244180 -2.520216 2.651696 -0.308 0.366 -1.106 -0.0119
F -2.988455 -2.113274 0.589293 -0.681 -0.073 0.256 -0.2407
F -1.650692 -3.750688 0.981916 0.172 -0.595 -0.345 -0.0309
C 4.521098 -3.678916 -7.520933 0.098 0.815 0.716 -1.6207
C 4.266515 -2.136610 -7.353178 -0.341 -0.264 -0.514 1.7815
C 2.839769 -1.883752 -7.773911 -2.522 -1.708 0.128 -1.7404
C 1.740296 -2.233942 -6.690953 0.661 1.725 -1.148 -0.5480
C 1.962166 -1.320787 -5.493346 1.358 -0.572 -0.962 -0.8959
C 3.412700 -1.546272 -4.965312 -0.056 -0.745 1.639 2.0648
N 4.457364 -1.491259 -6.026590 -2.666 0.916 -1.842 0.3707
O 5.741314 -1.586579 -5.571855 0.514 -0.497 0.757 -0.4461
C 3.749901 -0.457887 -3.907530 -0.339 0.113 0.232 -2.0600
C 3.331214 -2.965228 -4.225923 0.369 0.037 -0.264 -1.8859
C 5.005188 -1.361935 -8.437214 1.094 1.559 0.143 -1.9747
H 3.882715 -4.248998 -6.845974 -0.043 -0.071 -0.098 0.3391
H 5.554697 -3.961901 -7.321666 0.059 0.072 -0.055 0.3446
H 4.256186 -3.935308 -8.546690 0.178 -0.069 0.056 0.4307
H 2.693543 -0.968482 -8.347492 -0.100 0.729 1.064 0.4028
H 2.558080 -2.562169 -8.579213 0.535 -0.508 -0.195 0.5184
H 1.713796 -3.298832 -6.459845 0.195 0.041 0.089 0.2929
H 0.784871 -1.961070 -7.139070 -0.202 -0.255 -0.040 0.2748
H 1.206055 -1.563594 -4.746727 0.275 0.504 0.406 -0.1738
H 1.912131 -0.296658 -5.863138 -0.365 0.155 0.229 0.5049
H 3.138071 -0.526140 -3.008019 -0.133 -0.760 0.134 0.2205
H 4.788066 -0.475503 -3.575862 -0.018 -0.083 -0.190 0.5704
H 3.494069 0.561999 -4.194727 0.301 0.033 -0.809 0.3942
H 3.929678 -3.112253 -3.326864 0.269 0.515 0.072 0.6090
H 2.312667 -3.191468 -3.910526 -0.084 0.205 -0.004 0.2874
H 3.616644 -3.795622 -4.871734 -0.002 0.091 -0.247 0.2567
H 6.094669 -1.333237 -8.419485 0.104 -0.764 0.051 0.3137
H 4.786727 -0.304659 -8.287140 -0.228 0.167 0.280 0.5345
H 4.644332 -1.509598 -9.455094 0.071 -0.755 0.064 0.3746
H 5.672587 -2.375400 -5.029050 0.931 -0.568 0.417 0.3983
C 0.024026 -0.395304 6.771823 -0.356 -0.554 -1.534 -1.0382
C -1.175081 0.474297 6.265251 0.750 -0.205 0.470 2.4307
C -1.555055 1.236253 7.535010 -0.302 2.211 -0.719 -1.5556
C -0.563051 2.404828 7.860166 -1.079 -1.006 0.816 -0.6334
C -0.400946 3.306318 6.692279 -0.051 0.031 -1.301 -1.4347
C 0.097291 2.612947 5.395888 0.813 -0.204 2.012 1.6638
N -0.786515 1.447333 5.148049 -2.448 2.009 1.913 -0.0151
O -0.454978 0.834280 3.945831 0.268 -0.901 0.669 2.1919
C 0.004102 3.610666 4.298543 -1.007 0.613 -1.881 -1.1946
C 1.571233 2.216446 5.572525 0.358 0.818 -0.082 -2.0433
C -2.410103 -0.356815 5.778843 0.898 0.438 0.262 -0.8431
H 0.334283 -1.062628 5.967753 0.411 -0.189 -0.272 -0.1149
H -0.272187 -1.085823 7.561469 -0.121 0.268 0.200 0.8770
H 0.896887 0.190830 7.059321 -0.278 -0.031 0.125 -0.4772
H -2.510392 1.721875 7.335971 -0.267 0.201 -0.056 0.5179
H -1.758631 0.607110 8.401522 0.430 -0.355 -0.229 0.4151
H 0.359464 2.011617 8.287321 0.092 0.184 0.013 0.2357
H -1.083013 3.033354 8.583133 0.307 -0.250 0.616 0.5616
H 0.220333 4.179386 6.891975 0.372 -0.160 0.091 0.3828
H -1.381191 3.744863 6.505502 -0.216 -0.056 -0.328 0.3057
H 0.127001 3.203365 3.294993 -0.227 -0.515 -0.008 -0.2914
H -0.970795 4.097213 4.329370 -0.010 0.014 -0.060 0.2836
H 0.735956 4.413251 4.207204 0.189 -0.042 1.025 0.7962
H 1.827448 1.440719 4.850931 0.436 -0.195 0.302 0.4178
H 2.174549 3.092011 5.332745 0.039 -0.056 -0.403 0.3736
H 1.913101 2.047092 6.593575 -0.399 -0.817 0.014 0.1264
H -3.065908 -0.636998 6.603183 0.272 -0.125 0.224 0.5538
H -2.097902 -1.266000 5.265030 -0.170 0.116 -0.339 -0.5523
H -3.029434 0.270712 5.137969 0.114 0.011 -0.239 -0.1503
H 0.239947 0.292617 4.326984 0.834 -1.173 -1.522 -0.7467
C -4.199879 0.841328 -1.064047 -1.114 0.374 -0.296 0.3606
C -5.525855 0.449518 -0.330677 -0.223 0.397 -0.435 1.2968
C -5.933255 -0.947959 -0.976271 -0.036 0.416 1.253 -0.4132
C -7.012073 -1.711249 -0.168157 -0.491 1.895 -1.515 -1.3068
C -6.739109 -1.760480 1.297170 1.331 -0.636 -0.442 -1.2435
C -6.246955 -0.438646 1.950463 -1.613 -0.440 1.575 2.0161
N -5.231631 0.270557 1.119080 -1.159 -5.054 -1.843 0.0082
O -4.673058 1.321903 1.706106 0.344 1.733 0.829 1.9825
C -7.594002 0.380404 2.251590 -0.099 0.159 -0.599 -1.4596
C -5.677371 -0.835198 3.360371 1.192 1.400 0.424 -2.3111
C -6.681266 1.545169 -0.569229 1.441 -0.745 0.201 -1.0532
H -3.765576 1.823947 -0.879799 0.162 -0.109 1.096 -0.4216
H -4.440765 1.044432 -2.107519 -0.206 -0.722 -0.314 -0.8969
H -3.501720 0.007059 -0.995868 0.235 0.298 0.032 -0.0589
H -6.308587 -0.721194 -1.974175 0.066 -0.059 -0.070 0.3257
H -5.049253 -1.578525 -1.071321 0.210 0.159 -0.029 0.0169
H -7.220829 -2.691801 -0.595987 0.220 -0.077 0.081 0.4393
H -7.904688 -1.118147 -0.367053 -0.517 -0.103 0.164 0.4149
H -5.967771 -2.528714 1.351393 0.411 0.031 0.640 0.2268
H -7.614971 -2.193895 1.779985 0.067 0.417 0.490 0.5115
H -7.574269 1.446006 2.023124 0.461 0.143 0.402 0.0065
H -8.444907 0.077445 1.641452 0.245 -0.441 -0.530 0.4306
H -8.019095 0.235828 3.244821 0.660 0.081 0.292 0.4422
H -5.356308 0.032214 3.937109 -0.391 0.874 -0.227 0.4811
H -6.333632 -1.293468 4.100242 -0.496 -0.437 -0.766 0.6106
H -4.708282 -1.330790 3.418222 -0.140 -0.817 -0.912 0.0820
H -6.547336 2.020703 -1.540842 -0.283 -0.370 -0.230 0.1165
H -6.572639 2.384532 0.117638 0.007 -0.018 0.277 0.0937
H -7.669001 1.106138 -0.428776 0.055 0.138 -0.228 0.4003
H -5.417187 1.922770 1.788730 0.204 1.214 0.601 -0.2983
C 4.669850 5.233154 1.451846 -0.343 0.047 -0.233 -2.1517
C 4.139101 3.764953 1.712663 -0.477 1.337 -1.393 1.3824
C 3.494296 3.360929 0.334355 -1.037 -0.054 0.375 -0.7669
C 4.453822 3.003087 -0.701579 2.241 -0.719 -0.494 -0.6725
C 5.303734 1.850394 -0.163295 0.729 0.853 -0.481 -1.3800
C 6.105068 2.104594 1.179773 -2.903 -1.285 0.446 1.7549
N 5.176591 2.835481 2.143589 -2.105 -1.572 -4.141 1.1565
O 5.583209 3.035043 3.410623 1.570 0.358 1.028 -0.3696
C 6.244295 0.739601 1.844937 0.902 -0.548 0.400 -2.1326
C 7.444480 2.729408 0.930544 0.166 1.182 0.366 -1.7105
C 2.983651 3.746883 2.706094 0.164 0.978 0.804 -2.0121
H 4.983271 5.871236 2.278115 -0.113 -0.450 0.505 0.3996
H 3.888999 5.786866 0.930529 -0.239 0.086 0.177 0.4284
H 5.496031 5.273703 0.742011 0.189 -0.465 -0.014 0.3493
H 2.783523 2.542144 0.446204 0.397 -0.466 0.515 -0.6247
H 2.826745 4.055750 -0.175260 -0.045 1.142 1.005 0.9159
H 5.140858 3.792860 -1.005466 -0.129 0.550 0.192 0.3488
H 3.972143 2.713439 -1.635498 -0.156 -0.252 -0.009 0.2998
H 6.098596 1.698030 -0.893425 -0.043 -0.651 -0.166 0.5123
H 4.593201 1.023822 -0.164818 0.523 -0.475 0.621 0.0829
H 6.582304 0.866798 2.873364 -0.369 0.081 0.228 0.3726
H 5.322539 0.159880 1.796040 -0.025 0.217 0.202 0.2843
H 7.047493 0.109299 1.463229 0.036 0.061 -0.666 0.4962
H 7.931747 2.935183 1.883598 0.202 -0.046 0.185 0.4331
H 8.147165 2.129045 0.352701 -0.310 -0.132 -0.074 0.4308
H 7.305209 3.702913 0.460455 0.178 0.040 -0.268 0.3732
H 2.183392 4.436249 2.436901 -0.015 -0.055 -0.578 0.6230
H 3.318176 4.161967 3.656829 0.171 -0.286 0.248 0.6800
H 2.532376 2.770882 2.884650 0.314 -0.112 -0.254 -0.0313
H 6.400711 3.495275 3.206985 0.611 0.625 1.280 0.3575
C -4.338613 7.208205 -5.310871 -0.549 0.055 -0.504 -1.7913
C -4.299300 5.688267 -5.519597 0.758 -0.902 -0.781 2.0210
C -3.552608 5.055021 -4.326539 -0.042 -0.745 -0.653 -0.3581
C -3.645805 3.504611 -4.246273 -1.002 -0.076 0.398 0.2127
C -5.182073 3.046270 -4.155006 2.633 2.090 -0.935 -1.1056
C -5.961894 3.676942 -5.364101 -0.335 -1.124 1.617 1.5023
N -5.672166 5.114047 -5.561284 3.010 -1.826 3.556 0.4280
O -6.422720 5.650164 -6.518028 -1.863 1.465 -1.871 -0.5267
C -5.805650 2.765881 -6.575070 -0.030 -0.139 -0.151 -1.7202
C -7.434052 3.536548 -4.846116 0.847 1.262 -1.271 -2.0254
C -3.526983 5.544376 -6.893632 -0.150 -1.811 0.545 -1.5927
H -5.228418 7.520772 -4.764375 0.107 0.023 0.293 0.4010
H -4.373667 7.674303 -6.295561 -0.187 0.234 0.102 0.4167
H -3.433955 7.592632 -4.839790 -0.021 -0.217 0.194 0.2347
H -2.517891 5.389178 -4.402789 0.133 -0.160 -0.052 -0.8342
H -3.929658 5.514327 -3.412772 -0.246 -0.158 0.181 0.4341
H -3.054605 3.137306 -3.407425 -0.268 0.162 0.585 -0.2945
H -3.124261 2.973308 -5.042401 -0.263 0.352 -0.685 0.3552
H -5.591668 3.487439 -3.246322 0.037 -0.174 0.170 -0.0199
H -5.238494 1.958036 -4.129514 -0.293 0.079 -0.140 0.3978
H -6.177777 1.785952 -6.276137 -0.081 -0.126 -0.122 0.4100
H -6.407659 3.098972 -7.420490 0.096 0.109 -0.051 0.4035
H -4.774268 2.609872 -6.891332 0.070 0.274 -0.023 0.2678
H -7.669366 2.475765 -4.759726 -0.356 0.241 0.002 0.3221
H -7.553488 4.094286 -3.917258 0.053 -0.279 0.158 0.4181
H -7.997503 4.090295 -5.597106 -0.772 -0.599 -0.005 0.5825
H -3.367501 4.538656 -7.282463 -1.202 -0.825 0.232 0.3214
H -2.444501 5.647824 -6.818630 0.013 1.845 0.171 0.2019
H -4.111368 6.054716 -7.659238 0.713 0.385 -0.041 0.4947
H -6.931045 6.238467 -5.954911 -0.713 0.498 -0.831 0.3950
C 0.436886 4.490850 -4.734081 -1.199 -0.105 -0.264 -1.5184
C 1.017255 5.751639 -4.107358 0.244 -0.745 -0.801 2.4502
C 2.385508 5.364081 -3.455737 -1.565 -0.917 -1.169 -0.3935
C 3.511994 5.059010 -4.462190 -0.738 0.482 1.755 -0.6163
C 3.697469 6.193813 -5.421863 -1.219 -1.209 -1.373 -1.1225
C 2.325415 6.594679 -6.197678 0.966 1.104 -0.165 1.1562
N 1.217820 6.771630 -5.146165 3.212 0.618 0.094 0.3398
O 0.040314 7.328714 -5.652277 -0.227 -0.255 -0.197 -0.3801
C 2.681555 7.953856 -6.886418 -2.248 -0.362 1.164 -1.9976
C 1.906763 5.670546 -7.375851 0.521 -0.546 1.368 -1.5372
C 0.059038 6.283658 -3.003745 1.097 0.388 -0.920 -2.1745
H -0.157021 4.734794 -5.614908 -0.211 0.204 0.005 0.1849
H -0.269807 4.089751 -4.007574 0.151 -0.732 -0.055 0.1129
H 1.153792 3.758597 -5.105518 0.109 -0.087 0.457 0.2455
H 2.502490 6.085596 -2.647134 0.941 -0.295 0.038 0.4530
H 2.128832 4.346594 -3.160886 0.071 0.162 1.432 -0.3287
H 3.335882 4.101635 -4.952604 -0.598 0.134 -0.428 0.2060
H 4.381635 4.765308 -3.874339 0.487 0.628 0.001 0.5286
H 4.350888 5.699629 -6.140850 0.326 0.957 -0.669 0.4403
H 4.168701 7.062140 -4.961370 -0.186 0.023 -0.137 0.2379
H 2.831874 8.657061 -6.067266 0.996 0.321 -0.382 0.4902
H 3.375943 7.842784 -7.719235 0.463 0.144 0.642 0.3810
H 1.752009 8.311633 -7.329187 -0.133 0.036 -0.291 0.4334
H 0.989806 6.017440 -7.852243 -0.361 -0.276 0.577 0.2799
H 2.594630 5.582083 -8.216740 0.568 0.241 0.366 0.4683
H 1.876030 4.711969 -6.857885 -0.703 -0.481 -0.906 0.3102
H -0.902933 6.528463 -3.454063 0.017 0.101 0.252 0.2054
H 0.583821 7.170562 -2.648643 -0.470 0.377 0.226 0.6208
H -0.071086 5.625221 -2.144881 0.105 -0.301 -0.274 0.1971
H 0.060945 8.166113 -5.183315 -0.444 0.281 -0.238 0.3362
C 5.277245 -7.131608 0.613653 -1.041 0.649 0.679 -1.8734
C 4.068475 -6.499690 1.387823 0.108 0.530 0.280 1.5165
C 4.423163 -5.021034 1.847934 -0.049 -0.360 -1.018 -0.9153
C 4.173315 -3.906277 0.790970 -0.349 -2.009 -0.579 -0.7354
C 2.775434 -4.150344 0.167956 -0.123 0.305 1.268 -0.4096
C 2.443581 -5.551919 -0.406048 0.553 0.398 0.756 2.4996
N 2.738646 -6.546652 0.675768 0.661 1.812 0.574 1.0610
O 2.386080 -7.847026 0.264329 0.376 -0.193 -0.130 -0.5590
C 0.967292 -5.587603 -0.637638 -2.235 -0.152 -0.564 -1.3950
C 3.173685 -5.887272 -1.688985 0.460 -0.160 0.135 -2.0273
C 3.881675 -7.248200 2.709933 -0.418 -0.694 -0.426 -1.8896
H 6.017159 -7.454715 1.345918 -0.076 -0.281 -0.008 0.5121
H 5.789524 -6.384368 0.007591 -0.214 -0.218 -0.432 0.3865
H 4.843764 -7.971397 0.070557 0.577 -0.030 -0.285 0.3367
H 3.963474 -4.785591 2.807803 -0.600 0.006 -0.178 -0.2881
H 5.480353 -5.062996 2.110055 0.236 0.022 -0.132 0.6155
H 4.866112 -4.051534 -0.037911 0.618 0.400 0.179 0.4256
H 4.296074 -2.939940 1.280080 -0.154 0.096 -0.401 0.2466
H 2.450922 -3.396234 -0.549056 0.296 0.068 -0.131 0.6785
H 2.137844 -4.008297 1.040533 -0.674 -0.049 -0.074 -0.7166
H 0.473884 -4.699604 -1.032734 0.707 0.752 0.110 -0.0994
H 0.622114 -6.284754 -1.401140 0.444 -0.679 0.067 0.5565
H 0.370950 -5.796908 0.250440 0.270 -0.120 0.359 -0.2182
H 4.229601 -5.799930 -1.433055 0.164 -0.278 -0.627 0.3159
H 2.890967 -6.901404 -1.971287 0.395 -0.162 0.088 0.4214
H 2.948159 -5.278776 -2.564752 -0.127 0.404 0.278 0.2551
H 3.821114 -8.328008 2.574170 0.141 -0.129 -0.215 0.4111
H 2.907640 -6.970550 3.112756 0.173 0.294 0.388 0.1146
H 4.711634 -7.061480 3.391409 -0.135 0.194 0.088 0.4167
H 1.488798 -7.904401 0.600775 -0.104 -0.315 0.062 0.3349
C 0.455472 -5.968751 5.876594 0.232 -0.574 -0.198 -1.7569
C -0.128935 -4.947787 4.879349 -0.390 -1.312 -0.839 2.0249
C -0.366317 -5.655224 3.477680 1.045 -0.512 0.470 0.0159
C -1.589004 -6.474929 3.288933 -1.719 0.456 1.364 -1.3493
C -2.714030 -5.518338 3.644227 -1.739 0.779 -0.899 -0.6862
C -2.748673 -4.878021 5.092593 2.616 -2.119 -0.461 1.4571
N -1.389859 -4.287468 5.311213 0.225 -0.181 -2.178 1.5801
O -1.223836 -3.504396 6.458100 -0.178 -0.241 0.310 -0.7736
C -3.833313 -3.811718 5.261521 0.055 -1.336 -0.251 -1.4244
C -2.933720 -6.120531 6.040015 -1.195 1.845 1.210 -1.8630
C 0.977531 -3.951066 4.540267 -0.285 0.283 0.134 0.3403
H 0.857953 -5.493998 6.771418 -0.351 0.018 0.146 0.3576
H 1.290259 -6.508406 5.429371 0.431 0.430 -0.340 0.2920
H -0.167043 -6.830694 6.116651 -0.575 0.434 0.326 0.3023
H -0.344956 -4.900740 2.691300 -0.042 0.186 0.082 -0.3106
H 0.450506 -6.339596 3.248497 0.716 0.394 0.326 -0.2963
H -1.763757 -7.326241 3.946823 0.896 -0.288 0.100 0.4329
H -1.678791 -6.860067 2.273199 -0.076 0.218 -0.117 0.5209
H -3.680160 -5.993964 3.475516 -0.286 -0.348 0.468 0.7503
H -2.741465 -4.802382 2.822791 0.188 0.657 0.457 -0.6122
H -3.620494 -2.944198 4.636853 -0.042 -0.015 0.250 -0.3304
H -4.735013 -4.309364 4.904631 -0.292 0.275 -0.151 0.6216
H -4.021509 -3.578781 6.309581 0.312 0.282 -0.047 0.3828
H -3.994718 -6.359594 6.112414 -0.125 -0.594 -0.569 0.3977
H -2.298127 -7.001937 5.954868 -0.149 0.352 -0.447 0.2704
H -2.807882 -5.703696 7.039271 0.555 -0.116 0.327 0.4128
H 0.549093 -3.144701 3.945012 0.107 0.269 0.258 -0.5105
H 1.701205 -4.425582 3.877522 0.105 -0.220 0.094 -0.6859
H 1.521220 -3.603634 5.418776 -0.208 0.232 -0.020 -0.0390
H -1.224968 -2.633433 6.054336 0.121 0.260 0.470 -0.1427
C 5.826417 -3.056632 5.824461 1.421 -0.694 0.228 -2.1285
C 4.673784 -2.129920 5.903668 -0.622 1.010 -0.650 1.9972
C 3.619280 -2.618646 6.930855 0.212 0.473 0.214 0.4381
C 3.957320 -2.339257 8.375445 0.314 1.124 0.430 -1.4199
C 4.170743 -0.816613 8.629813 -0.716 -0.894 -0.398 -0.8848
C 5.262846 -0.238300 7.707532 0.637 -0.036 -0.295 1.1591
N 5.113675 -0.746681 6.300610 -2.020 0.951 -0.714 1.2460
O 5.998986 -0.120595 5.336170 0.806 -1.594 1.454 -0.5435
C 5.209711 1.343684 7.651742 0.108 -1.251 0.366 -1.3130
C 6.641185 -0.645831 8.228068 0.581 1.484 0.020 -1.9102
C 4.015692 -2.047613 4.475940 -0.067 0.240 0.639 -0.6671
H 5.557967 -4.023090 5.397874 -0.054 -0.022 -0.120 0.3929
H 6.278952 -3.243637 6.798296 -0.118 -0.069 0.211 0.3285
H 6.624954 -2.603041 5.237356 -0.061 -0.073 -0.259 0.3859
H 2.681680 -2.097104 6.738498 -0.183 -0.039 -0.211 -0.9741
H 3.429362 -3.691975 6.932327 0.115 -0.119 -0.930 0.5822
H 4.840417 -2.869934 8.731280 0.288 -0.074 -0.301 0.3812
H 3.162840 -2.761354 8.990865 -0.229 0.325 0.135 0.5404
H 4.344053 -0.710871 9.700740 0.823 0.348 -0.047 0.4494
H 3.241793 -0.258594 8.512528 -0.310 -0.093 -0.507 0.0373
H 5.251254 1.800167 8.640678 -0.143 -0.346 0.297 0.4481
H 6.107588 1.714795 7.157570 -0.307 0.019 -0.438 0.4318
H 4.273412 1.658183 7.190729 0.203 0.075 -0.316 -0.0670
H 6.849821 -1.654962 8.583348 -0.435 -0.059 -0.313 0.2886
H 7.307537 -0.348900 7.418183 0.407 -0.456 0.021 0.3134
H 6.881320 0.055368 9.027296 0.153 -0.170 0.402 0.5312
H 3.524458 -2.974363 4.179399 0.019 -0.141 0.335 -0.5767
H 4.705861 -1.821331 3.663195 0.362 0.123 0.287 0.6599
H 3.257801 -1.264228 4.479708 -0.115 0.067 0.021 -0.2311
H 5.589799 0.552430 4.787355 -1.120 0.099 0.339 0.2391
C -2.175234 -0.766710 -5.537573 -0.404 -0.511 0.058 -2.0669
C -3.293734 -1.773839 -5.194610 -0.180 0.038 -1.147 1.8663
C -3.860840 -2.358140 -6.519571 0.262 1.253 -0.032 -1.2933
C -4.882748 -3.392837 -6.211230 -1.242 -0.988 -0.168 -0.6261
C -4.337832 -4.574157 -5.474385 1.004 0.256 -0.157 -1.3613
C -3.472904 -4.125645 -4.210894 0.165 -3.113 -1.479 1.5014
N -2.665061 -2.869759 -4.480071 -2.525 -2.720 -2.131 -0.0685
O -2.004480 -2.469969 -3.372942 0.928 0.755 1.918 1.0862
C -4.469941 -4.181259 -3.018273 1.499 1.316 0.529 -1.3875
C -2.408058 -5.365321 -4.072527 -0.600 1.932 0.478 -1.9859
C -4.396965 -1.007927 -4.466760 0.413 0.873 0.735 -1.1003
H -1.761013 -0.291437 -4.648404 -0.117 0.095 0.027 0.0434
H -2.590957 -0.005700 -6.197985 0.224 0.066 -0.071 0.4847
H -1.380937 -1.332573 -6.024380 0.105 0.195 -0.251 0.1841
H -4.248146 -1.520332 -7.099358 -0.687 0.281 0.318 0.5404
H -3.114038 -2.661927 -7.253127 0.555 -0.778 0.571 0.3312
H -5.331049 -3.872667 -7.081237 -0.255 0.672 -0.422 0.4102
H -5.699779 -3.061706 -5.570206 -0.136 0.819 -0.332 0.3122
H -3.898598 -5.209597 -6.243401 1.411 0.116 0.274 0.6036
H -5.182647 -5.231789 -5.269712 -0.095 0.182 1.125 0.3655
H -3.998716 -3.495970 -2.313690 -0.142 -0.168 0.721 0.0119
H -5.481023 -3.793489 -3.142488 0.008 -0.096 -0.611 0.2909
H -4.505568 -5.178098 -2.578789 -0.009 0.056 -0.132 0.4803
H -1.660558 -5.255825 -4.858245 -0.293 -0.191 -0.279 0.4488
H -1.832784 -5.327926 -3.147446 -0.193 0.139 0.288 0.3198
H -2.928059 -6.322791 -4.103398 -0.023 0.107 -0.204 0.4356
H -5.224266 -1.519676 -3.975034 0.216 -0.435 -0.261 0.1341
H -4.814477 -0.232993 -5.109607 -0.089 -0.096 -0.269 0.3277
H -3.866763 -0.448169 -3.696275 -0.182 0.024 0.385 -0.1292
H -1.130776 -2.320459 -3.741555 0.452 0.008 0.590 -0.0800
```
Forces are in eV/Å.